1.
Molecular formula: C26H41B2F5NO12S3
Method: DFT, ωB97M-V/def2-TZVPD

The geometry in XYZ format:
```
90
Properties=species:S:1:pos:R:3:mulliken_charge:R:1
C 3.768 -0.558 0.820 -0.79
C 2.401 -0.624 -0.087 -0.07
N 1.301 0.337 0.373 0.42
C 0.696 -0.107 1.692 -0.31
C -0.506 0.850 2.260 -0.87
C -1.929 0.024 2.561 0.33
S -1.848 -1.138 4.065 1.38
O -0.757 -2.212 3.677 -0.72
O -1.271 -0.375 5.279 -0.69
C -3.421 -2.092 4.379 0.61
F -4.032 -2.416 3.035 -0.20
F -3.039 -3.417 4.962 -0.26
C -4.580 -1.312 5.227 0.57
F -4.096 -0.342 6.233 -0.21
F -5.312 -2.378 6.007 -0.27
F -5.648 -0.682 4.365 -0.22
O -2.143 -0.609 1.222 0.02
B -3.065 0.276 0.429 1.27
O -4.316 -0.513 0.440 -1.11
C -2.770 0.414 -1.208 -0.51
C -3.374 -0.999 -1.866 0.62
C -4.764 -0.975 -2.735 -0.50
C -5.315 -2.443 -3.310 -0.39
C -4.474 -3.833 -2.976 -0.60
C -3.058 -3.788 -2.115 -0.39
C -2.481 -2.357 -1.534 0.12
O -3.340 1.574 1.132 -0.60
C -3.101 1.191 2.545 -0.10
C -2.837 2.594 3.350 -0.98
B -4.323 3.332 3.560 0.77
O -4.493 4.324 4.679 -0.60
O -5.507 3.071 2.704 -0.51
C 1.893 1.727 0.439 0.41
C 1.909 2.576 -1.002 -0.92
O 2.363 2.287 1.565 -0.63
H 4.406 0.436 0.657 0.18
H 3.593 -0.753 1.975 0.22
H 4.487 -1.436 0.453 0.34
H 2.707 -0.259 -1.178 0.31
H 2.044 -1.731 -0.206 -0.07
H 0.379 -1.245 1.537 0.31
H 1.573 -0.075 2.502 0.08
H -0.136 1.339 3.282 0.24
H -0.683 1.773 1.528 0.17
H -5.082 0.032 0.084 0.23
H -3.323 1.356 -1.673 0.19
H -1.622 0.500 -1.444 -0.10
H -5.357 0.028 -2.949 0.26
H -6.317 -2.432 -3.917 0.25
H -4.890 -4.866 -3.356 0.23
H -2.448 -4.760 -1.875 0.28
H -1.481 -2.250 -0.892 0.11
H -4.124 0.717 2.859 -0.12
H -2.151 3.331 2.729 0.21
H -2.324 2.430 4.390 0.24
H -3.585 4.405 5.116 0.32
H -5.926 2.179 2.948 0.32
H 3.019 2.766 -1.338 0.23
H 1.413 1.931 -1.875 0.25
H 1.300 3.582 -0.923 0.34
C 1.358 -6.470 -1.086 -0.61
C 0.897 -6.853 -2.491 -0.66
C 0.470 -5.569 -3.200 -0.39
S 1.425 -4.251 -2.464 1.00
O 0.521 -3.364 -1.762 -0.42
O 2.392 -3.767 -3.429 -0.73
C 2.268 -5.264 -1.265 -0.70
H 1.877 -7.295 -0.589 0.37
H 0.489 -6.198 -0.474 0.29
H 1.730 -7.315 -3.035 0.29
H 0.080 -7.580 -2.465 0.35
H 0.678 -5.614 -4.272 0.34
H -0.589 -5.354 -3.035 0.08
H 2.422 -4.701 -0.342 0.38
H 3.231 -5.557 -1.692 0.38
C 6.620 6.047 -3.419 -0.59
C 6.664 6.612 -2.000 -0.59
C 5.263 6.473 -1.407 -0.70
S 4.514 5.070 -2.220 1.25
O 3.398 5.539 -3.015 -0.72
O 4.386 3.981 -1.272 -0.72
C 5.879 4.723 -3.312 -0.73
H 7.624 5.913 -3.834 0.33
H 6.071 6.733 -4.074 0.30
H 7.378 6.035 -1.400 0.29
H 6.995 7.656 -1.991 0.31
H 5.298 6.293 -0.330 0.35
H 4.650 7.354 -1.618 0.37
H 5.506 4.360 -4.272 0.40
H 6.502 3.959 -2.837 0.36
```

Properties
**Gap between HOMO and LUMO**: 0.2403 Ha
**Spin multiplicity**: 1
**Calculated total energy**: -101120.6197 eV
**LUMO**: 1.830 eV
**Max |F|**: 9.25 eV Å⁻¹
**HOMO**: -4.710 eV
**Total charge**: -1

---

2.
Molecular formula: C43H50N8O3PYb
Method: DFT, ωB97M-V/def2-TZVPD

The geometry in XYZ format:
```
106
Properties=species:S:1:pos:R:3:mulliken_charge:R:1
Yb -2.045 -1.531 -0.651 0.91
C -2.465 -6.002 -1.119 -1.45
C -2.016 -4.617 -1.426 0.74
O -2.143 -3.685 -0.530 -0.33
C -1.598 -4.426 -2.750 -0.40
C -1.315 -3.283 -3.473 0.50
C -0.857 -3.353 -4.928 -1.30
N -1.602 -2.036 -3.013 0.29
N -1.205 -0.988 -3.699 -0.54
C -1.644 0.194 -3.195 0.02
O -2.206 0.334 -2.055 -0.73
C -1.302 1.405 -3.962 0.47
C -1.717 2.642 -3.439 -0.48
C -1.217 3.810 -4.019 -0.50
C -0.340 3.813 -5.122 -0.49
C 0.109 2.592 -5.632 -0.57
C -0.369 1.380 -5.072 -0.20
H -1.926 -6.712 -1.831 0.37
H -3.566 -6.060 -1.282 0.25
H -2.297 -6.241 -0.055 0.33
H -1.469 -5.418 -3.265 0.09
H -1.765 -3.503 -5.530 0.28
H -0.191 -4.183 -5.160 0.40
H -0.401 -2.395 -5.131 0.24
H -2.275 2.719 -2.537 0.39
H -1.611 4.778 -3.589 0.28
H -0.084 4.759 -5.580 0.42
H 0.712 2.508 -6.575 0.33
H -0.009 0.448 -5.508 0.35
N -3.795 1.822 1.370 0.28
C -4.769 0.747 1.966 0.20
C -5.647 -0.011 0.990 -1.49
C -5.076 -1.374 0.471 0.18
N -4.308 -1.249 -0.780 -0.33
C -4.379 -2.130 1.570 -0.89
C -3.434 -1.419 2.561 0.00
N -2.056 -1.349 1.957 -0.12
C -4.024 -0.046 3.025 -1.26
H -3.827 1.865 0.333 0.36
H -2.818 1.632 1.640 -0.27
H -4.024 2.739 1.775 0.52
H -5.471 1.369 2.487 0.31
H -5.966 0.640 0.128 0.46
H -6.558 -0.265 1.474 0.52
H -5.968 -2.026 0.278 0.25
H -4.569 -0.378 -1.217 0.26
H -4.540 -2.042 -1.446 0.37
H -3.860 -3.019 1.108 0.07
H -5.245 -2.526 2.207 0.64
H -3.433 -1.962 3.524 0.38
H -1.513 -2.116 2.332 0.21
H -1.567 -0.436 2.213 0.01
H -3.248 0.476 3.502 0.43
H -4.803 -0.195 3.855 0.45
C 4.342 1.996 -2.375 -1.39
C 5.052 0.711 -1.933 1.29
C 6.312 0.365 -2.502 -0.89
C 6.962 -0.729 -1.961 -0.37
C 6.379 -1.541 -1.001 -0.90
C 5.043 -1.324 -0.651 -0.57
C 4.430 -0.103 -0.980 0.25
P 2.943 0.498 -0.069 0.23
C 3.687 1.825 0.931 0.82
C 5.030 1.706 1.395 -1.23
C 5.438 2.536 2.438 -0.38
C 4.661 3.584 2.870 -0.78
C 3.413 3.746 2.331 -0.40
C 2.892 2.916 1.349 0.68
C 1.478 3.102 0.831 -1.31
C 2.549 -0.848 1.103 0.18
C 3.177 -1.067 2.317 -0.05
C 2.881 -2.177 3.119 -0.91
C 1.816 -2.976 2.790 -0.54
C 1.301 -2.884 1.497 -1.20
C 1.511 -1.709 0.663 2.03
C 0.880 -1.742 -0.577 -2.25
H 5.083 2.580 -2.972 0.40
H 3.967 2.614 -1.546 0.27
H 3.530 1.740 -3.064 0.32
H 6.850 0.974 -3.232 0.37
H 7.970 -1.032 -2.273 0.34
H 6.916 -2.403 -0.592 0.39
H 4.423 -2.022 -0.058 0.41
H 5.656 0.902 1.021 0.42
H 6.453 2.417 2.807 0.41
H 5.050 4.309 3.589 0.38
H 2.774 4.612 2.607 0.37
H 1.367 3.627 -0.158 0.28
H 0.925 3.739 1.534 0.45
H 0.866 2.189 0.928 -0.06
H 3.956 -0.371 2.634 0.44
H 3.512 -2.392 4.011 0.34
H 1.360 -3.612 3.524 0.48
H 0.579 -3.578 1.151 0.67
H 0.289 -2.607 -0.843 0.65
H 1.084 -1.004 -1.408 0.27
N 0.017 1.613 4.551 -0.36
C -0.851 2.174 3.704 0.67
O -1.103 1.661 2.572 -0.71
C -1.541 3.349 4.273 0.18
C -2.640 3.849 3.600 0.26
N -3.583 4.215 3.017 -0.90
C -1.199 3.821 5.526 -0.09
N -0.951 4.267 6.573 -0.54
H 0.545 0.780 4.296 0.18
H 0.237 2.010 5.449 0.19
```

Properties
**⟨S²⟩**: 0.799
**Gap between HOMO and LUMO (spin up / spin down)**: 0.2117 / 0.1766 Ha
**Spin multiplicity**: 2
**Energy relative to the best compared isomer or geometry (same formula, charge and spin)**: 0.0 kcal/mol
**Calculated total energy**: -104282.8879 eV
**LUMO (spin up / spin down)**: -0.446 / -1.257 eV
**Max |F|**: 4.67 eV Å⁻¹
**HOMO (spin up / spin down)**: -6.206 / -6.064 eV
**Total charge**: 0